20
Properties=species:S:1:pos:R:3:nbo_charge:R:1 method="wB97M-V/def2-TZVPD" e_above_lowest_kj_mol=949.1 spin_multiplicity=1 energy_ev=-10398.5878 lumo_energy_ev=-4.566 total_charge=0 orbital_gap_ev=3.9 homo_ev=-8.468
C 1.3196 2.0670 -2.8715 0.4384
N 1.9713 1.8318 -1.6886 -0.2796
C 1.4641 0.7551 -0.9257 -0.2823
C 0.1841 1.1365 -0.2289 -0.5896
C -1.6167 -0.7545 2.3520 -0.4156
C -2.2063 -1.9528 2.2375 -0.3886
N 0.2469 -1.6879 0.4333 -0.7430
O 0.3555 1.4945 -3.3490 -0.5034
H 1.8497 2.8316 -3.4743 0.1185
H 1.2951 -0.1202 -1.5863 0.2458
H 2.1743 0.5149 -0.1349 0.2124
H -0.1592 0.3472 0.4490 0.2783
H 0.3870 2.0927 0.2627 0.2095
H -0.5807 1.3839 -0.9741 0.2237
H -2.2048 0.0516 2.7826 0.2036
H 0.9968 -2.0792 1.0053 0.3330
H -3.1358 -2.2729 2.6922 0.1894
H -1.7864 -2.5884 1.4587 0.1844
H -0.6161 -0.8295 1.9789 0.2246
H 0.0618 -2.2212 -0.4190 0.3403

20
Properties=species:S:1:pos:R:3:nbo_charge:R:1 method="wB97M-V/def2-TZVPD" e_above_lowest_kj_mol=611.8 spin_multiplicity=1 energy_ev=-10402.0831 lumo_energy_ev=-0.022 total_charge=0 orbital_gap_ev=8.3 homo_ev=-8.307
C -0.3280 -1.0120 -1.4950 -0.5854
C -0.9227 -1.7773 -0.4438 -0.0646
C 1.0345 1.3372 1.2317 -0.4268
C -1.6346 -0.2178 0.7860 -0.7620
N 0.9324 0.2873 0.2139 -0.3715
C -0.3327 0.3127 -0.5379 0.6709
N 2.0078 0.3525 -0.7262 -0.6608
O -0.8065 1.3448 -1.0442 -0.6952
H 2.8481 0.0383 -0.2582 0.3551
H 2.1407 1.3089 -1.0534 0.3397
H 0.7006 -1.2318 -1.7572 0.2618
H -0.9710 -0.7983 -2.3410 0.2317
H -1.9143 -2.1985 -0.5457 0.2124
H -0.2620 -2.2029 0.2999 0.2190
H 2.0071 1.2389 1.7160 0.1976
H 0.9523 2.3430 0.8002 0.1887
H 0.2683 1.2182 1.9948 0.2041
H -1.5699 -0.8943 1.6409 0.2095
H -2.6154 -0.2328 0.3158 0.2186
H -1.5347 0.7839 1.2034 0.2573

20
Properties=species:S:1:pos:R:3:nbo_charge:R:1 method="wB97M-V/def2-TZVPD" e_above_lowest_kj_mol=266.2 smiles="C=C(NN)OCCC" spin_multiplicity=1 energy_ev=-10405.6652 lumo_energy_ev=1.034 total_charge=0 orbital_gap_ev=9.4 homo_ev=-8.330
C 0.4586 1.5577 0.4695 -0.0595
C -0.0698 1.5027 -0.9632 -0.4333
C 0.9632 0.9560 -1.9358 -0.6106
N -1.1908 -0.5876 1.1016 -0.4837
C 0.1696 -0.7910 0.8527 0.4624
N -2.0446 -1.6946 1.2686 -0.6419
C 0.7101 -1.9585 0.5179 -0.6020
O 0.9623 0.3247 0.9506 -0.5170
H -1.3779 0.0989 1.8114 0.3704
H -2.2110 -2.1207 0.3573 0.3527
H -1.6267 -2.4102 1.8741 0.3373
H -0.3270 1.9480 1.1306 0.1630
H 1.3234 2.2222 0.5289 0.1921
H -0.3533 2.5155 -1.2537 0.2068
H -0.9611 0.8784 -0.9883 0.2161
H 0.1590 -2.8813 0.5202 0.2012
H 1.7568 -2.0155 0.2939 0.2202
H 1.8368 1.6029 -1.9809 0.1990
H 1.2809 -0.0317 -1.6188 0.2177
H 0.5414 0.8843 -2.9365 0.2090

20
Properties=species:S:1:pos:R:3:nbo_charge:R:1 method="wB97M-V/def2-TZVPD" e_above_lowest_kj_mol=625.0 spin_multiplicity=1 energy_ev=-10401.9468 lumo_energy_ev=-2.217 total_charge=0 orbital_gap_ev=6.6 homo_ev=-8.824
N 0.4172 1.0699 2.0694 -0.3930
C -0.3378 -0.0247 1.9188 -0.1924
C -1.7255 0.5407 1.4622 -0.5733
C -0.6204 -1.0116 -0.8826 0.3737
N -0.2152 -0.2416 -1.8411 -0.4408
C 1.1987 -0.0445 -1.7862 -0.2673
C 1.4206 1.1939 -0.9392 -0.6053
O 0.0781 -1.4465 0.0546 -0.6338
H 0.6951 1.2919 3.0550 0.3497
H -0.4566 -0.6800 2.7613 0.1926
H -1.6970 -1.1925 -0.8727 0.1220
H -2.2604 -0.2936 1.0374 0.2165
H -1.6146 1.3110 0.6841 0.2477
H -2.2891 0.9279 2.2966 0.2264
H 0.0083 -0.6152 0.9545 0.3857
H 1.5152 0.1460 -2.7983 0.1900
H 1.7613 -0.8762 -1.3904 0.1875
H 1.0708 2.0634 -1.4871 0.2057
H 0.8336 1.0998 -0.0529 0.2047
H 2.4695 1.3526 -0.6826 0.2037

20
Properties=species:S:1:pos:R:3:nbo_charge:R:1 method="wB97M-V/def2-TZVPD" e_above_lowest_kj_mol=201.2 spin_multiplicity=2 energy_ev=-10397.2163 lumo_energy_ev="-3.788 / -8.553" total_charge=+1 orbital_gap_ev="10.3 / 4.8" homo_ev="-14.059 / -13.304"
N 2.3031 0.6354 -1.3437 -0.7353
C 1.1267 -0.1174 -0.9685 -0.0591
C 0.3318 -0.4659 -2.2319 -0.6679
C 0.2239 0.5624 0.1492 -0.2769
N -0.1509 -0.4977 1.0400 -0.2275
C -0.9664 -0.1956 2.1972 -0.3640
C -2.4723 0.0574 1.9014 0.4382
O -3.0306 1.0067 2.3236 -0.3577
H 2.1006 1.5866 -1.6234 0.3778
H 3.0130 0.5600 -0.6276 0.3821
H 1.5757 -1.0480 -0.6202 0.2178
H 0.9749 -1.2374 -2.6833 0.2473
H 0.3958 0.1946 -3.1016 0.2518
H -0.6503 -0.9323 -2.1617 0.2174
H -0.6611 1.0133 -0.2946 0.2606
H 0.8525 1.2704 0.6913 0.2373
H -0.6563 -1.1888 0.4886 0.3839
H -0.9219 -1.0623 2.8646 0.2670
H -0.4872 0.5570 2.7858 0.2552
H -2.9011 -0.6983 1.2147 0.1519

20
Properties=species:S:1:pos:R:3:nbo_charge:R:1 method="wB97M-V/def2-TZVPD" e_above_lowest_kj_mol=66.8 spin_multiplicity=2 energy_ev=-10398.6095 lumo_energy_ev="-3.296 / -8.670" total_charge=+1 orbital_gap_ev="12.4 / 7.0" homo_ev="-15.710 / -15.659"
C -1.8361 -0.9528 1.1871 -0.6263
C -0.7348 -0.0583 0.5788 -0.0975
C -0.0393 0.8983 1.5980 -0.3787
C -0.3212 2.3795 1.4023 -0.6173
N 0.3368 -0.8135 -0.0192 -0.1833
C 0.8501 -0.4514 -1.3309 0.7235
N 1.3430 -1.4984 -2.0444 -0.7755
O 0.5872 0.6268 -1.7795 -0.4655
H -1.6208 -1.1488 2.2213 0.2341
H -2.0869 -1.8510 0.6176 0.2354
H -2.7442 -0.3722 1.0527 0.2574
H -1.2532 0.4457 -0.2059 0.2735
H -0.4409 0.6570 2.5815 0.2422
H 1.0298 0.6825 1.6628 0.2305
H 0.3419 2.8180 0.6451 0.2309
H -1.2665 2.5784 0.8903 0.2242
H -0.2047 2.9239 2.3324 0.2472
H 0.2882 -1.8211 0.1562 0.4173
H 2.0714 -1.2294 -2.6959 0.4355
H 1.6699 -2.2858 -1.4930 0.3925

21
Properties=species:S:1:pos:R:3:nbo_charge:R:1 method="wB97M-V/def2-TZVPD" e_above_lowest_kj_mol=591.6 spin_multiplicity=1 energy_ev=-12449.8511 lumo_energy_ev="0.524 / 0.390" total_charge=0 orbital_gap_ev="7.9 / 8.2" homo_ev="-7.413 / -7.856"
C -0.6187 2.5131 0.4690 0.7568
C 0.3513 -0.3600 1.7985 -0.5981
C -1.2299 -0.4079 -0.3592 -0.6254
C 1.1631 -1.5228 -0.3188 -0.6156
C 0.1508 -0.4162 0.2827 0.0824
N -0.7860 2.9119 -0.7790 -0.8683
N 0.8680 0.8151 -0.0125 -0.1826
O -0.9126 2.8192 1.6044 -0.5514
O 0.8569 1.1640 -1.3731 -0.6192
H 1.2829 0.0791 2.0410 0.2360
H -0.4560 0.1901 2.0781 0.2157
H 0.2473 -1.3042 2.1968 0.1971
H -1.6051 0.5824 -0.6038 0.2033
H -1.8909 -0.8181 0.3806 0.2156
H -1.2489 -0.9546 -1.2176 0.2141
H 2.1518 -1.2401 -0.1141 0.2156
H 1.0893 -2.3145 0.3103 0.2071
H 1.0280 -1.5608 -1.4189 0.2161
H -0.6957 2.3076 -1.5799 0.4316
H -1.4656 3.6733 -0.9850 0.3959
H 1.2795 1.9887 -1.4541 0.4735

21
Properties=species:S:1:pos:R:3:nbo_charge:R:1 method="wB97M-V/def2-TZVPD" e_above_lowest_kj_mol=236.3 smiles="NC(N)=C(O)O.C=CC" spin_multiplicity=1 energy_ev=-12453.5331 lumo_energy_ev=0.687 total_charge=0 orbital_gap_ev=8.0 homo_ev=-7.280
C -1.2804 -1.6827 0.6424 -0.6580
C 0.1287 -1.7499 0.1585 -0.1675
C 0.4851 -1.9093 -1.1013 -0.4071
H 0.8880 -1.6829 0.9251 0.1811
H -1.9831 -1.8133 -0.1781 0.2041
H -1.4707 -0.7260 1.1238 0.2329
H -1.4615 -2.4667 1.3791 0.2132
H -0.2477 -1.9988 -1.8847 0.1788
H 1.5148 -1.9565 -1.4058 0.2014
C 0.2230 1.4510 0.8697 0.3713
C 0.3046 1.2972 -0.4576 0.2527
N -0.8087 1.3984 -1.2998 -0.8258
N 1.5173 1.0204 -1.1010 -0.8237
O -1.0009 1.5544 1.5229 -0.7264
O 1.3426 1.4833 1.6838 -0.7184
H 1.3444 0.7025 2.2650 0.4761
H -0.9590 2.3095 2.1357 0.4842
H 2.3065 1.1969 -0.4935 0.3919
H 1.6067 1.5249 -1.9738 0.3734
H -0.7793 0.7065 -2.0364 0.3745
H -1.6704 1.3410 -0.7742 0.3915